[1]
Computed, not measured: a cluster of 2 separate species, C5H9O6 in total, with ωB97M-V with the def2-TZVPD basis set.

Properties
Multiplicity = 2
HOMO (alpha / beta) = -0.2911 / -0.3634 Ha
Energy = -17606.059 eV
LUMO level (alpha / beta) = -0.1 / -0.2 eV
Max |F| = 2.4 eV Å⁻¹
Net charge = 0
Expectation value of S² = 0.7602

Atoms and positions in Å:
C  2.60957  0.80688  0.71258
C  1.57398  1.80943  0.49228
C  0.54234  2.04663  1.51575
O  0.08768  1.17265  2.26380
C  -0.94029  -1.60634  -0.68986
C  -2.15977  -0.72544  -0.58458
O  -3.11670  -1.74396  -0.54388
O  -2.41444  -3.04522  -0.20821
O  -0.49810  -2.10401  -1.69500
O  1.14476  2.09877  -0.73492
O  1.73153  1.06261  -1.66485
H  2.30297  0.16649  1.55439
H  2.74853  0.21997  -0.19706
H  3.55500  1.28068  1.00057
H  0.12669  3.07045  1.42399
H  -0.58881  -1.64823  0.37780
H  -2.18786  -0.13929  0.35282
H  -2.29316  -0.08456  -1.47105
H  -3.16179  -3.45064  0.28841
H  0.93786  0.81314  -2.19300

Here are the Mulliken charges for atoms 1 to 8, given in e: number 1, C, carries -0.98; number 2, C, carries 0.50; number 3, C, carries -0.07; number 4, O, carries -0.49; number 5, C, carries 0.32; number 6, C, carries -0.19; number 7, O, carries -0.27; number 8, O, carries -0.35

---

[2]
Computed, not measured: the molecule C5H9P, with ωB97M-V with the def2-TZVPD basis set.

Properties
HOMO (alpha / beta) = -0.3138 / -0.2859 Ha
Energy = -14614.117 eV
LUMO level (alpha / beta) = 0.0 / 0.0 eV
Max |F| = 2.8 eV Å⁻¹
Net charge = 0

Atoms and positions in Å:
C  1.06093  -0.76212  1.18366
C  1.84219  0.20726  0.77752
C  -0.10014  -1.26491  0.34902
C  -0.38783  -0.48362  -0.97818
C  -0.08414  0.96991  -1.00307
P  -0.89248  2.15752  0.07793
H  1.32153  -1.47026  1.94280
H  2.58005  0.68288  1.33524
H  0.09821  -2.26998  0.07467
H  -0.98773  -1.50434  1.03942
H  0.22998  -0.99304  -1.73202
H  -1.51046  -0.72360  -1.15319
H  0.54180  1.24932  -1.90528
H  -1.73798  1.33741  0.70566
H  -1.97393  2.86755  -0.71416

Here are the Mulliken charges for atoms 1 to 8, given in e: number 1, C, carries 0.04; number 2, C, carries -0.84; number 3, C, carries -0.61; number 4, C, carries -0.41; number 5, C, carries -0.44; number 6, P, carries -0.07; number 7, H, carries 0.38; number 8, H, carries 0.32

---

[3]
Computed, not measured: the ion C5HClF6NO3 with charge -1, with ωB97M-V with the def2-TZVPD basis set.

Properties
Structure (SMILES) = O=C(O)C(F)(F)C(F)(F)C(F)(F)/C([O-])=N/Cl
HOMO = -0.1115 Ha
Energy = -41658.902 eV
LUMO level = 2.6 eV
Max |F| = 5.4 eV Å⁻¹
Net charge = -1

Atoms and positions in Å:
O  1.14732  -0.60359  1.73068
C  1.87684  -0.27219  0.78682
O  3.28661  -0.48377  0.96923
C  1.40706  0.40985  -0.57846
F  1.71395  1.80626  -0.53118
F  2.25339  -0.12067  -1.62566
C  -0.09806  0.09073  -1.02202
F  -0.28666  0.76492  -2.28693
F  -0.18334  -1.28652  -1.30554
C  -1.23944  0.65633  -0.04305
F  -0.83733  1.76439  0.75013
F  -2.29052  1.14878  -0.90476
C  -1.92820  -0.43212  0.92125
O  -1.97733  -0.13520  2.16016
N  -2.46918  -1.72054  0.50760
Cl  -4.16649  -1.58484  0.19550
H  3.79140  -0.00183  0.27624

Here are the Mulliken charges for atoms 1 to 8, given in e: number 1, O, carries -0.41; number 2, C, carries 0.45; number 3, O, carries -0.47; number 4, C, carries 0.59; number 5, F, carries -0.26; number 6, F, carries -0.30; number 7, C, carries 0.40; number 8, F, carries -0.32

---

[4]
Computed, not measured: a cluster of 10 separate species, C60H146N10O15 in total, with ωB97M-V with the def2-TZVPD basis set.

Properties
Structure (SMILES) = CC1(C)CCCC(C)(C)N1O.CC1(C)CCCC(C)(C)N1O.COC[C@H](C)N.COC[C@H](C)N.COC[C@H](C)N.COCCNCCOC.COCCNCCOC.COCCNCCOC.COCCNCCOC.COCCNCCOC
HOMO = -0.3043 Ha
Energy = -110179.959 eV
LUMO level = 0.5 eV
Max |F| = 3.8 eV Å⁻¹
Net charge = 0

Atoms and positions in Å:
C  5.90975  0.72770  -10.18573
C  6.46595  -0.49130  -9.41611
C  5.58084  -1.69161  -9.33462
O  5.37568  -2.37848  -10.60161
C  4.36575  -3.36599  -10.64208
N  7.77151  -0.78215  -9.99180
H  6.18584  0.57712  -11.22938
H  6.28849  1.69277  -9.84914
H  4.85448  0.85014  -9.94176
H  6.48704  -0.11383  -8.39377
H  4.61142  -1.42314  -8.91480
H  6.09157  -2.39929  -8.68158
H  4.59098  -4.10764  -9.87570
H  4.36069  -3.89000  -11.59785
H  3.46162  -2.81233  -10.38892
H  7.52242  -1.08232  -10.92344
H  8.46615  -0.05265  -10.06526
C  -1.90639  7.65016  -10.48067
C  -0.48541  8.09727  -11.18184
C  0.76532  7.40512  -10.54416
O  0.92614  7.86226  -9.23425
C  1.96725  7.17798  -8.59347
N  -0.54051  7.76168  -12.64147
H  -2.78394  7.82496  -11.10313
H  -2.11385  8.14216  -9.53041
H  -1.94720  6.61120  -10.15355
H  -0.25809  9.16329  -11.18461
H  1.62110  7.74735  -11.12606
H  0.65608  6.33164  -10.69845
H  1.71992  6.14009  -8.37054
H  2.10003  7.60795  -7.60070
H  2.89366  7.14928  -9.16708
H  -1.30898  8.22989  -13.10008
H  0.27283  8.25338  -12.98323
C  -1.65415  -7.85520  6.61204
C  -2.08118  -8.72106  7.77805
C  -1.07982  -9.44859  8.61068
O  -0.27496  -8.62106  9.31799
C  0.80584  -9.23647  10.03850
N  -2.93707  -7.88149  8.62443
H  -2.36735  -7.10114  6.27910
H  -1.42077  -8.49277  5.75932
H  -0.83855  -7.18985  6.89525
H  -2.72796  -9.50292  7.37995
H  -0.36281  -9.85308  7.89626
H  -1.41607  -10.16643  9.35885
H  1.53870  -8.46335  10.26938
H  1.50169  -9.95843  9.61110
H  0.42601  -9.52530  11.01850
H  -2.92645  -8.23749  9.56955
H  -2.70230  -6.89943  8.64751
C  4.40522  -6.16718  4.36724
O  4.31435  -7.15528  3.38220
C  5.28805  -8.21431  3.30812
C  5.01972  -9.34568  2.34563
N  5.04585  -8.99122  0.89923
C  4.23501  -7.82420  0.38280
C  4.21915  -7.78622  -1.20146
O  3.46627  -8.98650  -1.56389
C  3.43824  -9.04479  -2.98008
H  3.54700  -5.49562  4.39125
H  5.33605  -5.60025  4.35186
H  4.28948  -6.74990  5.28110
H  5.40161  -8.62369  4.31192
H  6.17178  -7.68235  2.95580
H  4.04142  -9.79683  2.51139
H  5.75254  -10.13400  2.51776
H  4.74083  -9.77222  0.33611
H  4.70991  -6.89250  0.69021
H  3.24775  -7.82766  0.84477
H  5.26047  -7.83389  -1.51999
H  3.67509  -6.90893  -1.55141
H  4.36976  -8.74751  -3.46173
H  2.61378  -8.42324  -3.32942
H  3.14376  -10.02887  -3.34472
C  -1.99676  0.90634  9.83329
O  -2.42790  1.68633  8.74793
C  -1.45220  2.65802  8.48266
C  -2.19609  3.99444  8.43609
N  -1.26592  5.08304  8.35002
C  -1.64197  6.51435  8.41723
C  -2.42027  7.02611  7.27495
O  -2.17876  8.46786  6.90161
C  -2.75907  8.66687  5.57712
H  -2.74412  0.16472  10.11533
H  -1.81700  1.58647  10.66588
H  -1.18596  0.25416  9.50869
H  -1.05146  2.47100  7.48640
H  -0.68704  2.79642  9.24652
H  -2.74816  4.15692  9.36179
H  -2.84911  4.03452  7.56428
H  -0.34990  4.81483  8.01975
H  -0.78775  7.16178  8.61528
H  -2.25590  6.74442  9.28801
H  -3.38254  6.87037  7.76267
H  -2.31511  6.38054  6.40301
H  -3.82236  8.44373  5.48923
H  -2.31332  8.00896  4.83109
H  -2.28142  9.58994  5.24861
C  3.50253  6.75594  5.57884
O  3.71364  8.19015  6.00323
C  3.43568  9.08957  4.92668
C  3.57584  10.52972  5.43850
N  2.87724  11.59517  4.57257
C  3.27142  12.94017  5.02872
C  2.39589  13.50029  6.24504
O  2.81568  12.79731  7.38708
C  3.02102  13.69758  8.49848
H  2.45414  6.66245  5.29560
H  3.77164  6.02541  6.34173
H  4.13859  6.46282  4.74362
H  2.39160  9.13147  4.61647
H  4.07419  8.95709  4.05327
H  4.59838  10.83205  5.66455
H  3.04833  10.50930  6.39213
H  1.86932  11.54253  4.53483
H  3.27076  13.64606  4.19816
H  4.29156  13.05260  5.39584
H  1.30776  13.54628  6.20082
H  2.64919  14.55455  6.35682
H  3.61491  14.60423  8.38283
H  3.46651  13.08360  9.28121
H  2.03556  14.02777  8.82702
C  -4.33042  -11.97436  -1.52936
O  -4.78158  -12.14903  -2.91852
C  -5.80551  -11.18517  -3.38078
C  -7.22690  -11.21659  -2.84947
N  -7.23803  -10.99955  -1.48364
C  -8.56409  -11.31178  -0.99655
C  -8.77896  -11.09206  0.49230
O  -9.51394  -12.08195  1.02509
C  -9.64624  -11.92212  2.45609
H  -3.31975  -12.38128  -1.49669
H  -4.94371  -12.55434  -0.83971
H  -4.12222  -10.96192  -1.18336
H  -5.86102  -11.33024  -4.45966
H  -5.41382  -10.18958  -3.17220
H  -7.76330  -12.15362  -2.99895
H  -7.63889  -10.37822  -3.41118
H  -6.59246  -11.73161  -1.22397
H  -8.81690  -12.34610  -1.22971
H  -9.27652  -10.68528  -1.53324
H  -9.21765  -10.09771  0.57555
H  -7.78895  -10.96223  0.92950
H  -8.73211  -11.91708  3.04975
H  -10.34454  -12.73620  2.65033
H  -10.29229  -11.06887  2.66270
C  18.33089  -5.46503  -1.45228
O  17.58029  -4.78471  -0.42281
C  17.07328  -5.52238  0.63387
C  16.26940  -4.53858  1.56614
N  15.71091  -3.32649  0.89958
C  14.53912  -3.65115  0.11785
C  13.65832  -2.41833  -0.14139
O  12.63269  -2.54418  -1.12293
C  11.54342  -3.25955  -0.74191
H  18.48653  -4.82666  -2.32197
H  17.71645  -6.24817  -1.89643
H  19.24986  -5.90822  -1.06867
H  17.94412  -5.97175  1.11118
H  16.36215  -6.25239  0.24724
H  16.88835  -4.14164  2.37077
H  15.54529  -5.10565  2.15111
H  16.36948  -2.88726  0.27231
H  13.98694  -4.50933  0.50087
H  14.84632  -4.05024  -0.84882
H  14.25591  -1.63422  -0.60631
H  13.43815  -2.04439  0.85851
H  11.80644  -4.29138  -0.50901
H  10.86574  -3.28538  -1.59525
H  11.00733  -2.77542  0.07437
C  -4.07792  -1.42888  -0.63136
C  -3.08709  -2.00835  -1.63163
C  -3.22734  -1.42972  -3.02495
C  -2.94796  0.05993  -3.28933
C  -1.37807  0.19669  -2.84539
C  -1.11178  -0.31982  -1.38244
N  -1.72537  -1.67681  -1.23596
O  -1.45029  -2.19000  -0.01788
C  0.46427  -0.56949  -1.43596
C  -1.60600  0.71845  -0.36024
C  -3.24116  -3.51154  -1.83180
H  -3.79392  -1.37409  0.41957
H  -5.03471  -1.94777  -0.68960
H  -4.43968  -0.42612  -0.85876
H  -2.62379  -1.98313  -3.74437
H  -4.25803  -1.58467  -3.34397
H  -3.69456  0.64963  -2.75742
H  -3.13393  0.46554  -4.28382
H  -1.16651  1.24735  -3.04402
H  -0.83171  -0.28759  -3.65475
H  0.91206  0.42393  -1.46212
H  0.81558  -0.87124  -0.44924
H  0.64874  -1.32915  -2.19556
H  -1.40953  0.30254  0.62795
H  -1.26879  1.75394  -0.31388
H  -2.67410  0.71484  -0.57761
H  -3.25732  -4.03862  -0.87785
H  -2.33995  -3.86237  -2.33464
H  -4.10444  -3.82198  -2.42042
H  -0.85430  -2.88437  -0.30812
C  -12.17408  11.05319  -2.26668
C  -12.07889  9.52425  -2.60779
C  -12.25536  9.38937  -4.13139
C  -11.77727  8.07039  -4.76185
C  -10.43526  7.60188  -4.09976
C  -10.20075  7.74481  -2.57262
N  -10.70469  9.05151  -2.13680
O  -10.40334  9.31373  -0.79843
C  -11.06356  6.50810  -2.04647
C  -8.63730  7.70329  -2.24511
C  -13.26776  8.72125  -2.00246
H  -11.75654  11.26862  -1.28314
H  -13.18974  11.44722  -2.23091
H  -11.59542  11.71879  -2.90717
H  -13.30521  9.55504  -4.37322
H  -11.69343  10.26099  -4.46696
H  -11.65730  8.06602  -5.84522
H  -12.43027  7.20078  -4.68792
H  -9.63320  8.18413  -4.55338
H  -10.23016  6.53878  -4.22575
H  -11.17742  6.57199  -0.96432
H  -11.95455  6.26710  -2.62625
H  -10.41292  5.64698  -2.19889
H  -8.08441  8.34719  -2.92907
H  -8.33552  8.01255  -1.24441
H  -8.19801  6.73653  -2.49105
H  -13.24191  8.76746  -0.91374
H  -13.07419  7.67619  -2.24430
H  -14.24002  8.94287  -2.44256
H  -10.83662  8.54900  -0.41235

Here are the Mulliken charges for atoms 1 to 8, given in e: number 1, C, carries -1.30; number 2, C, carries 0.40; number 3, C, carries -0.70; number 4, O, carries -0.33; number 5, C, carries -0.68; number 6, N, carries -0.72; number 7, H, carries 0.31; number 8, H, carries 0.35

---

- What is the energy in the second record?
  -14614.117 eV

---

What did the first record say?
Computed, not measured: a cluster of 2 separate species, C5H9O6 in total, with ωB97M-V with the def2-TZVPD basis set.

Properties
Multiplicity = 2
HOMO (alpha / beta) = -0.2911 / -0.3634 Ha
Energy = -17606.059 eV
LUMO level (alpha / beta) = -0.1 / -0.2 eV
Max |F| = 2.4 eV Å⁻¹
Net charge = 0
Expectation value of S² = 0.7602

Atoms and positions in Å:
C  2.60957  0.80688  0.71258
C  1.57398  1.80943  0.49228
C  0.54234  2.04663  1.51575
O  0.08768  1.17265  2.26380
C  -0.94029  -1.60634  -0.68986
C  -2.15977  -0.72544  -0.58458
O  -3.11670  -1.74396  -0.54388
O  -2.41444  -3.04522  -0.20821
O  -0.49810  -2.10401  -1.69500
O  1.14476  2.09877  -0.73492
O  1.73153  1.06261  -1.66485
H  2.30297  0.16649  1.55439
H  2.74853  0.21997  -0.19706
H  3.55500  1.28068  1.00057
H  0.12669  3.07045  1.42399
H  -0.58881  -1.64823  0.37780
H  -2.18786  -0.13929  0.35282
H  -2.29316  -0.08456  -1.47105
H  -3.16179  -3.45064  0.28841
H  0.93786  0.81314  -2.19300

Here are the Mulliken charges for atoms 1 to 8, given in e: number 1, C, carries -0.98; number 2, C, carries 0.50; number 3, C, carries -0.07; number 4, O, carries -0.49; number 5, C, carries 0.32; number 6, C, carries -0.19; number 7, O, carries -0.27; number 8, O, carries -0.35

---

Copy entry 3 word for word.
Computed, not measured: the ion C5HClF6NO3 with charge -1, with ωB97M-V with the def2-TZVPD basis set.

Properties
Structure (SMILES) = O=C(O)C(F)(F)C(F)(F)C(F)(F)/C([O-])=N/Cl
HOMO = -0.1115 Ha
Energy = -41658.902 eV
LUMO level = 2.6 eV
Max |F| = 5.4 eV Å⁻¹
Net charge = -1

Atoms and positions in Å:
O  1.14732  -0.60359  1.73068
C  1.87684  -0.27219  0.78682
O  3.28661  -0.48377  0.96923
C  1.40706  0.40985  -0.57846
F  1.71395  1.80626  -0.53118
F  2.25339  -0.12067  -1.62566
C  -0.09806  0.09073  -1.02202
F  -0.28666  0.76492  -2.28693
F  -0.18334  -1.28652  -1.30554
C  -1.23944  0.65633  -0.04305
F  -0.83733  1.76439  0.75013
F  -2.29052  1.14878  -0.90476
C  -1.92820  -0.43212  0.92125
O  -1.97733  -0.13520  2.16016
N  -2.46918  -1.72054  0.50760
Cl  -4.16649  -1.58484  0.19550
H  3.79140  -0.00183  0.27624

Here are the Mulliken charges for atoms 1 to 8, given in e: number 1, O, carries -0.41; number 2, C, carries 0.45; number 3, O, carries -0.47; number 4, C, carries 0.59; number 5, F, carries -0.26; number 6, F, carries -0.30; number 7, C, carries 0.40; number 8, F, carries -0.32

---

- Which formula does entry 2 have?
  C5H9P